Record 1
Density functional theory data (the ωB97M-V functional and the def2-TZVPD basis) for the ion C13H20FNO2P with charge +1.

Cartesian coordinates (Å):
H -1.112 2.133 3.066
H -4.510 0.888 0.827
O 1.588 -0.581 -2.626
C -2.225 -1.122 0.024
H 3.918 1.408 -1.855
C 0.247 -0.773 -2.870
F -3.742 1.143 3.481
H -3.187 2.473 2.091
H -0.951 -2.454 -1.045
O -0.132 -1.145 -3.949
H 1.500 1.860 -0.810
C -3.586 0.467 1.239
C -1.287 0.840 -1.642
H 3.618 2.858 -0.824
C -1.531 1.205 2.657
H 2.221 1.210 0.700
H 2.039 -3.638 -0.625
H 1.384 -2.562 0.576
H 3.684 -2.137 -1.253
C -1.323 -1.439 -0.931
H -0.920 0.940 1.786
C 3.678 1.762 -0.849
H 3.817 -1.372 0.368
H 2.886 -3.478 0.984
C -0.797 -0.460 -1.791
C -2.196 1.104 -0.662
H -1.451 0.451 3.448
H -2.590 -1.896 0.691
H -3.852 -0.467 1.746
C 2.333 -2.968 0.193
H -0.962 1.651 -2.289
H 4.430 1.468 -0.110
C -3.021 1.413 2.328
C 3.124 -1.739 -0.395
P 1.869 -0.499 -0.942
N -2.637 0.154 0.160
H -2.608 2.098 -0.502
C 2.286 1.210 -0.396

The calculation puts the LUMO energy at -4.486 eV. The energy relative to the best compared isomer or geometry (same formula, charge and spin) is 0.0 kJ/mol. The total charge is +1. The SMILES is CCP(CC)OC(=O)c1cc[n+](C[C@H](C)F)cc1.

***

Record 2
Density functional theory data (the ωB97M-V functional and the def2-TZVPD basis) for the molecule C13H20N2O3S2.

Cartesian coordinates (Å):
S 2.521 -1.407 -1.318
H -1.341 0.531 -3.448
H 1.734 2.334 1.606
C 1.860 0.103 -0.521
H 0.406 -3.665 2.064
N -0.316 0.260 -1.647
C -2.680 0.921 -1.781
C -1.826 2.164 0.186
H 1.249 3.205 0.143
H -3.239 0.042 -2.104
N 1.573 -2.372 0.979
O -2.130 3.240 -0.259
H 1.956 -3.232 2.801
H -0.339 3.052 2.762
C 1.467 -3.496 1.857
H -3.245 1.809 -2.062
C -1.805 -0.419 0.159
H 1.644 4.101 1.616
C 0.879 0.838 -1.423
O -0.920 1.977 1.146
H -1.245 -0.250 1.078
H -0.954 2.003 -2.539
C -0.857 -0.885 -0.958
C -2.515 0.875 -0.257
H 2.712 0.764 -0.360
H 1.426 -0.205 0.427
H -3.506 0.916 0.209
C 2.225 -2.585 -0.080
H -0.072 -1.511 -0.543
S 2.869 -4.213 -0.346
C 2.117 -4.752 1.229
H -0.808 4.024 1.334
H -1.405 -1.479 -1.696
H 1.386 -5.526 1.004
C 1.187 3.195 1.229
C -0.265 3.137 1.674
C -1.300 0.972 -2.446
H -2.541 -1.200 0.351
O 1.197 1.901 -1.924
H 2.903 -5.169 1.855

The calculation puts the LUMO energy at 0.519 eV. The energy relative to the best compared isomer or geometry (same formula, charge and spin) is 0.0 kJ/mol. The SMILES is CCOC(=O)C1CCN(C(=O)CSC2=NCCS2)CC1.

***

Record 3
Density functional theory data (the ωB97M-V functional and the def2-TZVPD basis) for the ion C13H20N3O3S with charge +1.

Cartesian coordinates (Å):
H -2.077 -0.182 -2.441
S 4.627 -1.072 -0.732
C 1.013 -1.853 -0.620
H -5.578 -0.213 2.577
C 0.953 0.850 -0.054
N 5.344 0.412 1.506
N 4.741 1.607 -0.362
H -2.475 1.551 -2.494
H -5.487 -0.980 0.197
C 1.991 0.048 0.408
O 2.343 2.623 0.076
H -4.522 -1.980 1.280
H 2.745 0.508 1.027
H -2.476 -0.725 0.596
C 2.083 -1.286 0.079
C -4.743 0.048 1.933
C -3.457 0.499 -0.891
C -2.270 0.705 -1.832
H 3.725 -1.937 1.347
H -3.843 0.089 2.543
C -0.163 0.279 -0.719
O 0.233 3.018 -0.002
H 3.393 -3.000 -0.048
C -0.094 -1.108 -0.958
H 5.339 2.335 0.054
O -1.107 1.106 -1.112
H 3.703 1.967 -0.208
H -0.914 -1.600 -1.453
H -4.932 1.038 1.526
N 1.147 2.248 0.030
H 4.908 1.529 -1.371
H -4.360 0.459 -1.501
H 1.044 -2.898 -0.887
H 5.539 -0.422 2.042
C -3.359 -0.771 -0.048
C 3.388 -1.974 0.312
C 4.966 0.333 0.328
H -3.252 -1.633 -0.712
C -4.596 -0.989 0.827
H -3.523 1.373 -0.242

The calculation puts the LUMO energy at -4.055 eV. The energy relative to the best compared isomer or geometry (same formula, charge and spin) is 0.0 kJ/mol. The total charge is +1. The SMILES is [H]/N=C(/[NH3+])SCc1ccc(OCCCCC)c([N+](=O)[O-])c1.

***

Record 4
Density functional theory data (the ωB97M-V functional and the def2-TZVPD basis) for the molecule C13H20N4O5S.

Cartesian coordinates (Å):
C 0.491 1.017 -2.564
H 3.836 -0.754 1.544
H 3.129 -1.127 -0.871
H 1.376 2.896 -0.035
C 2.477 -1.348 -0.031
C 0.790 -1.818 3.921
H -1.477 2.275 -0.931
O -3.499 1.075 0.433
N -2.030 0.326 2.005
H 0.493 1.384 0.223
O -0.396 -1.134 -3.998
C -2.660 0.273 0.786
H 1.173 -1.912 4.937
N -1.246 -1.683 0.351
H -2.264 1.078 2.643
H -3.309 -0.160 -1.517
H 0.222 -2.713 3.663
H 0.763 0.787 -3.599
C -2.065 -1.657 -2.329
C -2.158 -0.843 -0.048
H -1.634 -2.571 -1.908
C -0.532 2.806 -1.050
N -2.728 -0.952 -1.269
H 0.948 3.093 -2.599
H -0.752 3.876 -1.028
S -0.344 -0.410 3.921
O 2.815 -2.529 2.891
C 0.066 2.476 -2.420
H -2.775 -1.925 -3.113
N -0.725 -1.573 1.579
H -0.673 2.711 -3.189
C -0.915 -0.859 -2.951
C -1.083 -0.609 2.348
C 1.950 -1.699 2.947
O -0.579 0.157 -2.166
C 2.851 -0.474 1.158
H 2.840 0.587 0.900
H 2.583 -2.397 0.233
H -0.018 2.854 1.043
O 1.886 -0.604 2.206
H 1.343 0.795 -1.915
H 1.442 -1.175 -0.316
C 0.389 2.461 0.115

The calculation puts the LUMO energy at 0.389 eV. The energy relative to the best compared isomer or geometry (same formula, charge and spin) is 5.3 kJ/mol. The SMILES is CCCCOC(=O)CNc1nnc(SCC(=O)OCC)[nH]c1=O.

***

Record 5
Density functional theory data (the ωB97M-V functional and the def2-TZVPD basis) for a cluster of 2 separate species, C13H20N5O4 in total.

Cartesian coordinates (Å):
H -0.174 -5.146 -1.175
C -1.160 5.382 0.907
N -0.901 -0.084 0.877
H -1.699 3.384 1.403
H -2.460 -3.281 -0.851
H 1.603 -3.816 0.863
C 0.149 5.718 -1.246
C 1.635 -1.715 0.299
H 2.513 -1.083 0.357
H -0.435 -2.583 -2.643
C 1.424 -3.721 -1.242
H -0.442 0.424 0.138
C -0.934 -3.454 -2.235
C 0.094 4.395 -1.437
C -0.600 3.483 -0.467
N 0.891 -1.502 1.554
N -2.300 -3.072 -1.826
H -2.414 -2.078 -1.945
C 1.989 -3.182 0.073
H 0.442 2.847 -2.406
H 2.095 -2.570 2.872
H 0.644 6.384 -1.939
C -0.479 6.304 -0.071
C 0.328 -1.639 3.637
O 0.641 3.795 -2.491
H -0.458 -3.775 -0.142
H -0.997 -4.182 -3.036
C -0.077 -4.069 -1.116
N -0.580 -0.888 3.086
H 3.067 -3.295 0.088
H -1.524 6.930 1.855
N 1.268 -2.011 2.751
O -0.612 2.283 -0.722
H 1.589 -3.008 -2.038
H 1.013 -1.316 -0.489
H 1.962 -4.636 -1.444
C -0.221 -0.791 1.779
O -1.694 5.972 1.956
O -0.488 7.490 0.176
C -1.211 4.053 0.708
H 0.417 -1.953 4.659
H -1.897 0.007 0.923

The calculation puts the LUMO energy at -3.909 eV. The total charge is +1.

***

Record 6
Density functional theory data (the ωB97M-V functional and the def2-TZVPD basis) for a cluster of 2 separate species, C13H21BrN4O5PS in total.

Cartesian coordinates (Å):
C 0.878 1.955 3.582
H -0.741 2.124 -1.532
N -2.674 3.648 -2.517
H -2.566 -2.405 -0.436
C 1.736 -2.139 1.157
N -0.667 -0.121 -1.487
S 0.622 -3.960 -2.274
P -0.442 -3.275 -0.782
H -4.369 1.553 -4.255
H 2.407 -4.315 0.856
C -0.826 -0.821 -4.088
C -1.396 1.199 -1.166
C 2.353 -0.721 1.590
H 0.207 2.846 4.010
H 3.060 -3.594 2.475
O 1.085 0.672 -3.040
O -0.069 0.845 3.333
H -0.766 0.958 4.058
H 1.214 -4.139 2.305
H -1.600 1.297 0.005
H -0.546 -1.963 -4.005
O 2.553 1.665 1.571
H 2.246 3.490 2.618
C 2.128 -3.611 1.750
H 0.765 3.012 1.567
C 0.590 -1.881 0.034
O -2.073 -2.832 -1.198
H -4.155 2.971 -5.279
Br 3.813 -0.760 2.996
H 1.501 2.090 5.832
C 1.944 1.628 4.828
C -3.102 3.057 -3.424
C -3.644 2.310 -4.571
H -2.855 1.791 -5.125
C -0.030 -0.039 -2.857
H -2.465 1.257 -1.669
N 1.036 0.863 0.082
H -0.992 -4.234 1.195
H -1.988 -0.757 -3.874
N 1.932 0.562 1.038
H 2.960 2.163 4.600
O -0.588 -4.632 0.355
H 2.048 0.468 5.036
H -0.523 -0.419 -5.148
C 0.395 -0.359 -0.390
C 1.606 2.554 2.241

The calculation puts the LUMO energy at -5.308 eV. The total charge is +1.

***

Record 7
Density functional theory data (the ωB97M-V functional and the def2-TZVPD basis) for the ion C13H21BrNO4 with charge +1.

Cartesian coordinates (Å):
H -5.331 1.771 -0.910
C -2.649 -0.580 0.541
H 2.515 0.417 1.585
H 2.300 -1.555 2.869
H 0.931 2.981 1.727
H 0.554 -0.074 0.342
C -3.250 1.511 -0.497
C 1.049 2.271 -0.098
H 2.876 1.286 -0.683
C 2.412 -0.501 1.005
C -4.577 1.114 -0.504
H -1.883 -1.218 0.952
H 3.378 -0.819 0.615
C -4.933 -0.122 0.006
C 2.637 -1.660 -1.825
H -0.970 3.010 0.178
H 0.975 -2.177 -0.541
O 0.417 -1.350 1.996
C -0.468 2.200 -0.366
H 1.417 3.203 -0.556
H 1.982 -2.590 1.468
C 1.336 -1.304 -1.086
Br -6.757 -0.662 -0.012
H 1.523 1.066 -1.812
H 0.572 -1.016 -1.810
O 1.346 2.239 1.274
C 1.803 1.104 -0.759
H -0.656 2.331 -1.440
H 3.440 -3.289 -1.071
O 3.556 -2.336 -1.006
C -3.971 -0.973 0.532
H -2.994 2.477 -0.901
H 3.139 -0.751 -2.169
H 2.376 -2.252 -2.708
C -2.286 0.662 0.027
H 0.090 -1.638 2.853
O -0.935 0.942 0.075
H -4.258 -1.933 0.931
N 1.487 -0.193 -0.113
C 1.807 -1.593 1.894

The calculation puts the LUMO energy at -2.328 eV. The energy relative to the best compared isomer or geometry (same formula, charge and spin) is 0.0 kJ/mol. The total charge is +1. The SMILES is OCC[NH+](CCO)C[C@H](O)COc1ccc(Br)cc1.

***

Record 8
Density functional theory data (the ωB97M-V functional and the def2-TZVPD basis) for a cluster of 3 separate species, C13H21F2N2O15PS in total.

Cartesian coordinates (Å):
H -2.610 3.231 2.960
P 1.657 -0.372 -3.159
C -1.418 1.228 4.484
O -0.892 -1.463 -0.588
H 0.951 -2.275 0.983
C 3.821 -1.928 -1.414
H 3.739 -1.805 0.732
O 2.452 0.879 -2.567
H 0.198 -0.814 1.581
O 0.189 2.420 0.112
F -3.665 3.726 4.577
H -2.769 0.503 -1.339
C 0.907 -1.198 0.854
C 0.413 -0.908 -0.544
H -5.224 0.397 -1.580
O -1.889 -3.418 -1.704
H 3.998 -1.243 -2.239
C -3.575 1.460 3.846
C 4.274 0.146 0.077
H 4.652 0.385 1.073
C 1.229 -1.511 -1.751
H 4.437 -2.798 -1.641
C -3.352 0.585 -0.429
H -4.135 1.308 2.931
O 0.230 -2.410 -2.401
N 5.139 0.834 -0.887
C 2.376 -2.459 -1.424
C -4.685 2.140 0.525
O -3.462 1.959 -0.018
H -4.223 1.282 4.704
H 1.903 1.361 -1.934
C -4.804 0.195 -0.595
H 3.246 0.532 0.044
H 2.325 -3.219 -2.198
S -1.259 -2.183 -1.987
N 0.587 1.352 0.296
O -1.745 2.533 4.689
O -5.443 1.022 0.372
H 2.185 -2.962 -0.479
O -2.450 0.574 3.896
H 5.134 0.361 -1.782
O -1.960 -1.248 -2.796
H 1.888 -0.774 1.043
H 4.778 1.757 -1.081
H -2.878 0.004 0.363
H 5.357 -1.681 0.078
O -0.377 0.736 4.757
O -5.036 3.125 1.084
F -5.026 -1.100 -0.280
O 2.482 -1.096 -4.129
O 0.221 0.498 -0.800
H 0.427 0.749 -4.444
O 0.268 0.134 -3.717
C 4.326 -1.364 -0.076
C -2.909 2.816 3.924

The calculation puts the LUMO energy at -1.215 eV. The SMILES is C[C@]1(ON=O)OS(=O)(=O)O[C@@]1(CCCCN)P(=O)(O)O.O=C1OC[C@@H](F)O1.O=C1OC[C@@H](F)O1.